No. 1
Density functional theory data (ωB97M-V with the def2-TZVPD basis set) for 2 unconnected molecules or ions with the total composition C5H6N at a distorted geometry.

```
12
Properties=species:S:1:pos:R:3:lowdin_charge:R:1
C 0.7948 -0.4151 -0.1781 0.055
C 0.7256 -1.0754 -1.2510 0.106
C 0.8813 1.6660 0.8934 0.198
C 1.0707 0.3603 0.9859 -0.082
C -2.6750 -0.7140 -0.1572 -0.050
N -2.2894 0.0317 -0.9167 0.077
H 1.7459 -1.3842 -1.6401 0.156
H -0.1318 -1.4657 -1.9247 0.151
H 1.0080 2.3154 1.6181 0.053
H 0.6527 2.0804 -0.0759 0.116
H 1.2775 -0.1471 1.9809 0.158
H -3.0604 -1.2524 0.6653 0.062
```

Calculated values
Total charge = +1
2S+1 = 1
Energy relative to the best compared isomer or geometry (same formula, charge and spin) = 441.3 kJ/mol
E_LUMO = -6.86 eV
Kohn-Sham gap = 0.3545 hartree



No. 2
Density functional theory data (ωB97M-V with the def2-TZVPD basis set) for a molecular structure, C33H40O7SeW at a distorted geometry.

```
82
Properties=species:S:1:pos:R:3:lowdin_charge:R:1
W 0.3594 -0.2741 -0.4842 1.766
C -7.5568 -1.0012 -1.9662 -0.043
C -6.6781 0.1456 -2.4814 -0.558
C -6.7861 0.2217 -4.0106 -0.044
C -7.2003 1.4599 -1.9011 -0.066
C -5.2239 -0.1164 -2.0873 -0.153
C -4.5031 0.7402 -1.2674 -0.046
C -3.1776 0.4645 -0.9640 -0.404
Se -2.1782 1.5833 0.2209 1.153
C -1.4475 2.8295 -1.0309 -0.404
C -2.1382 3.9690 -1.3908 -0.055
C -1.5743 4.8875 -2.2741 -0.153
C -0.2914 4.6291 -2.7426 0.046
C 0.4532 3.4967 -2.3981 -0.077
C -0.1643 2.5995 -1.5360 -0.291
O 0.4747 1.4578 -1.1422 -0.352
C 1.8756 3.2739 -2.9271 -0.528
C 2.3351 4.4404 -3.8044 -0.068
C 2.8494 3.1626 -1.7438 -0.028
C 1.9369 1.9992 -3.7822 -0.033
C -2.3812 6.1155 -2.6977 -0.558
C -2.7861 6.9179 -1.4545 -0.045
C -1.5917 7.0347 -3.6283 -0.065
C -3.6449 5.6494 -3.4359 -0.043
C -2.5664 -0.6785 -1.4724 -0.291
O -1.2582 -0.8933 -1.1491 -0.350
C -3.2548 -1.5844 -2.2799 -0.077
C -4.5792 -1.2620 -2.5574 0.037
C -2.6013 -2.8663 -2.8088 -0.528
C -3.5916 -3.7028 -3.6217 -0.068
C -2.1216 -3.7211 -1.6260 -0.027
C -1.4190 -2.5261 -3.7294 -0.033
H -8.6035 -0.8169 -2.2193 0.087
H -7.4786 -1.0950 -0.8811 0.092
H -7.2704 -1.9575 -2.4075 0.079
H -7.8179 0.4311 -4.3019 0.086
H -6.4889 -0.7144 -4.4862 0.078
H -6.1508 1.0167 -4.4070 0.092
H -8.2305 1.6133 -2.2270 0.087
H -6.6128 2.3157 -2.2424 0.084
H -7.1974 1.4541 -0.8087 0.088
H -4.9582 1.6240 -0.8438 0.096
H -3.1225 4.1368 -0.9723 0.105
H 0.1610 5.3413 -3.4142 0.086
H 2.3704 5.3812 -3.2505 0.091
H 1.6930 4.5750 -4.6780 0.088
H 3.3434 4.2317 -4.1647 0.088
H 2.8169 4.0669 -1.1322 0.095
H 3.8684 3.0424 -2.1190 0.092
H 2.6261 2.3073 -1.1082 0.063
H 1.2141 2.0462 -4.6005 0.093
H 1.7388 1.1013 -3.2033 0.062
H 2.9336 1.9038 -4.2193 0.088
H -1.9055 7.2416 -0.8958 0.093
H -3.4166 6.3365 -0.7800 0.077
H -3.3491 7.8060 -1.7506 0.086
H -0.6901 7.4222 -3.1484 0.091
H -2.2140 7.8882 -3.9030 0.087
H -1.2999 6.5296 -4.5515 0.088
H -4.2718 5.0216 -2.7993 0.076
H -3.3854 5.0711 -4.3251 0.092
H -4.2384 6.5119 -3.7479 0.086
H -5.1446 -1.9386 -3.1827 0.096
H -4.4406 -4.0333 -3.0190 0.090
H -3.0800 -4.5941 -3.9873 0.088
H -3.9714 -3.1596 -4.4903 0.088
H -2.9567 -3.9712 -0.9682 0.095
H -1.3569 -3.2166 -1.0374 0.061
H -1.6920 -4.6536 -1.9995 0.092
H -1.7389 -1.8744 -4.5462 0.094
H -1.0251 -3.4457 -4.1682 0.088
H -0.6077 -2.0351 -3.1991 0.063
O 5.1910 -3.7930 1.0456 0.188
C 4.2404 -3.1021 0.8564 -0.208
C 2.7722 -3.5924 0.6659 -0.243
O 2.3742 -4.7178 0.7489 0.163
C 2.0462 -2.3333 0.3762 -0.249
C 2.8305 -1.2490 0.3912 -0.248
O 2.2084 -0.1183 0.0691 -0.193
C 4.2498 -1.5510 0.6932 -0.243
O 5.1935 -0.8234 0.8012 0.163
O 0.7821 -2.0907 0.0416 -0.194
```

Calculated values
2S+1 = 1
Energy relative to the best compared isomer or geometry (same formula, charge and spin) = 9.8 kJ/mol
E_LUMO (alpha / beta) = -1.08 / -1.08 eV
Kohn-Sham gap (alpha / beta) = 0.2610 / 0.2610 hartree



No. 3
Density functional theory data (ωB97M-V with the def2-TZVPD basis set) for C2H2N2O2S in the gas phase at a distorted geometry.

```
9
Properties=species:S:1:pos:R:3:lowdin_charge:R:1
O 1.8599 0.0561 -0.0636 0.103
C 0.6832 0.1713 -0.1534 -0.522
C -0.2554 1.4219 -0.1644 -0.132
N -1.5338 1.3065 0.1074 -0.410
S -2.0875 -0.1878 0.2363 0.930
N -0.1350 -0.9278 -0.3117 -0.176
O 0.3905 -2.1217 0.1047 -0.040
H 0.0603 2.3322 -0.6413 0.104
H 1.0177 -2.0506 0.8860 0.143
```

Calculated values
2S+1 = 1
Energy relative to the best compared isomer or geometry (same formula, charge and spin) = 348.2 kJ/mol
E_LUMO = -1.35 eV
Kohn-Sham gap = 0.3019 hartree
SMILES = O=c1cnsn1O